1.
{
  "formula": "C3H4NO2",
  "method": "wB97M-V/def2-TZVPD",
  "orbital_gap_ev": 7.88,
  "de_lowest_ev": 4.4365,
  "total_charge": 1,
  "energy_ev": -8748.552,
  "spin_multiplicity": 1,
  "symbols": ["C", "C", "C", "N", "O", "O", "H", "H", "H", "H"],
  "coordinates": [[-0.2873, -0.7089, 0.0491], [1.0099, -0.1620, -0.3853], [-1.3084, 0.3416, 0.0513], [2.1278, -0.1380, -0.0211], [3.2597, 0.0365, 0.1730], [-1.2537, 1.6304, -0.0034], [-0.5915, -1.4001, -0.6871], [-0.3500, 1.9966, -0.0623], [-2.3384, -0.1237, 0.0340], [-0.2682, -1.4723, 0.8519]],
  "forces_ev_per_a": [[1.61, 1.42, -0.28], [0.00, -0.37, 0.89], [-2.21, -0.02, 0.40], [-0.05, 0.55, -0.43], [0.71, -0.18, 0.23], [-0.04, -2.85, -0.07], [-1.00, -0.77, -1.61], [0.44, -0.05, 0.05], [0.73, 1.32, 0.24], [-0.19, 0.97, 0.59]]
}

---

2.
{
  "formula": "C3H4NO2",
  "method": "wB97M-V/def2-TZVPD",
  "orbital_gap_ev": 10.49,
  "de_lowest_ev": 0.8614,
  "total_charge": 1,
  "energy_ev": -8752.127,
  "spin_multiplicity": 1,
  "symbols": ["C", "C", "C", "N", "O", "O", "H", "H", "H", "H"],
  "coordinates": [[0.7626, -0.9735, -0.0332], [1.7808, -0.1361, -0.0188], [-0.6285, -0.6433, -0.0507], [-0.8977, 0.9360, -0.0352], [-1.6431, -1.2879, -0.0116], [2.7584, 0.4745, -0.0026], [1.1549, -2.0493, 0.1494], [-1.7508, 1.1006, -0.5725], [-0.0787, 1.5080, -0.2221], [-1.4579, 1.0709, 0.7973]],
  "forces_ev_per_a": [[-0.28, -2.31, 0.50], [2.41, 1.20, 0.02], [-1.57, -0.81, 0.16], [-1.20, -1.55, -0.09], [2.08, 1.06, -0.13], [-1.60, -0.61, -0.06], [-1.11, 1.70, -0.47], [0.63, 0.13, -1.83], [-0.53, 0.71, 0.20], [1.16, 0.48, 1.71]]
}

---

3.
{
  "formula": "C3H4NO2",
  "method": "wB97M-V/def2-TZVPD",
  "orbital_gap_ev": [9.39, 5.23],
  "de_lowest_ev": 4.3730,
  "total_charge": 1,
  "energy_ev": -8748.615,
  "spin_multiplicity": 1,
  "symbols": ["C", "C", "C", "N", "O", "O", "H", "H", "H", "H"],
  "coordinates": [[0.0643, -0.6640, -0.6933], [-0.6056, -1.6732, -0.0075], [0.8588, 0.0322, 0.3304], [-1.5019, 2.0769, -0.5273], [-1.2045, -2.5230, 0.4867], [-0.8850, 2.4229, 0.3216], [0.0072, -0.4347, -1.7506], [1.9132, 0.2157, -0.0409], [0.4967, 0.9939, 0.6140], [0.8567, -0.4466, 1.2669]],
  "forces_ev_per_a": [[-0.94, -0.48, 2.17], [-1.59, -1.12, -1.66], [2.38, 0.54, -1.56], [-0.08, -0.43, -0.16], [1.45, 1.74, -0.52], [0.01, 0.24, 0.09], [-0.09, -0.46, 0.12], [-1.02, -0.24, 0.55], [-0.49, 1.28, -0.13], [0.36, -1.07, 1.11]]
}

---

4.
{
  "formula": "C3H4NO2",
  "method": "wB97M-V/def2-TZVPD",
  "orbital_gap_ev": [8.74, 8.74],
  "de_lowest_ev": 3.9017,
  "total_charge": 1,
  "energy_ev": -8749.087,
  "spin_multiplicity": 1,
  "symbols": ["C", "C", "C", "N", "O", "O", "H", "H", "H", "H"],
  "coordinates": [[-0.2324, -0.4100, 0.3120], [0.8739, -0.3724, 1.1552], [0.1373, -0.2354, -1.1609], [-1.1198, 1.2825, 0.6156], [1.8051, -0.1940, 1.7760], [-1.3189, 1.4381, 1.7074], [-0.9895, -1.0461, 0.5428], [-0.6084, -0.1590, -1.9241], [0.5973, 0.6525, -1.4091], [0.8555, -0.9562, -1.6150]],
  "forces_ev_per_a": [[2.33, 2.31, -1.84], [0.55, 0.07, -0.08], [1.05, -1.99, -1.00], [0.18, -0.48, 1.27], [-1.04, -0.18, -0.41], [-0.25, 0.50, -0.69], [-2.05, -1.96, 0.93], [-1.64, -0.64, 0.38], [1.44, 2.46, 0.52], [-0.56, -0.09, 0.89]]
}

---

5.
{
  "formula": "C3H4NO3S",
  "method": "wB97M-V/def2-TZVPD",
  "orbital_gap_ev": [8.05, 7.06],
  "de_lowest_ev": 4.0310,
  "total_charge": -1,
  "energy_ev": -21641.317,
  "spin_multiplicity": 1,
  "symbols": ["C", "C", "C", "N", "O", "O", "O", "S", "H", "H", "H", "H"],
  "coordinates": [[-1.6384, 1.0920, -0.0542], [1.6516, -0.0348, 0.5777], [1.1751, -1.0993, -0.3201], [1.6101, 0.0764, -0.8907], [-1.8754, 1.4004, 1.0912], [-1.1403, 1.6315, -1.0330], [-2.3991, -1.6848, 0.6597], [-2.1528, -0.7832, -0.5173], [1.0053, 0.4598, 1.2708], [2.7161, 0.0737, 0.8631], [0.2411, -1.7429, -0.2514], [0.8067, 0.6112, -1.3957]],
  "forces_ev_per_a": [[-0.07, -0.41, 0.53], [1.53, -0.09, -0.07], [-0.03, -1.59, 1.40], [-2.82, 1.13, -2.30], [-0.13, 0.05, 0.47], [0.10, -0.24, -0.66], [-0.08, 0.16, 0.35], [0.12, 0.41, -0.70], [-0.79, 0.46, -0.12], [-0.63, -0.59, 0.21], [1.25, 1.38, -0.59], [1.56, -0.65, 1.48]]
}

---

6.
{
  "formula": "C3H4NO4P",
  "method": "wB97M-V/def2-TZVPD",
  "orbital_gap_ev": 7.25,
  "de_lowest_ev": 0.6901,
  "total_charge": -2,
  "energy_ev": -22145.271,
  "spin_multiplicity": 1,
  "symbols": ["C", "C", "C", "N", "O", "O", "O", "O", "P", "H", "H", "H", "H"],
  "coordinates": [[0.2400, -1.4094, 1.2560], [0.4481, -0.4608, 0.3228], [-0.8763, 0.5828, -0.5773], [-0.6513, 1.7680, -0.1686], [2.3034, 0.3994, -1.5995], [2.0907, 1.5999, 0.5529], [-1.7798, 0.0594, -1.2842], [3.0680, -0.6697, 0.6298], [2.0989, 0.1975, -0.1236], [0.9436, -2.1869, 1.6600], [-0.8340, -1.6873, 1.3584], [1.3701, 2.1024, 0.2308], [-1.2618, 2.4806, -0.5569]],
  "forces_ev_per_a": [[-1.33, -0.66, -1.36], [-1.35, 1.31, -1.24], [0.00, -3.19, 1.10], [0.93, 1.87, 0.65], [-0.47, -0.25, -0.01], [1.58, 1.43, 2.06], [1.26, 0.26, 0.71], [0.41, 0.02, 0.11], [0.94, -2.88, -0.98], [-0.19, 1.45, -0.32], [0.54, 0.03, 0.32], [-1.90, 0.90, -0.64], [-0.42, -0.29, -0.40]]
}

---

7.
{
  "formula": "C3H4NOP",
  "method": "wB97M-V/def2-TZVPD",
  "orbital_gap_ev": 8.86,
  "de_lowest_ev": 2.4588,
  "energy_ev": -15998.554,
  "spin_multiplicity": 1,
  "symbols": ["C", "C", "C", "N", "O", "P", "H", "H", "H", "H"],
  "coordinates": [[-1.0028, -0.1356, 0.3738], [1.4362, 0.4995, 0.0961], [-0.9044, 0.4440, -0.8395], [-1.3612, -0.7529, 1.3752], [1.3688, 1.4011, 0.8536], [2.1297, -0.8284, -0.6729], [-0.8925, 1.5300, -0.8073], [-0.6622, 0.1337, -1.8217], [-0.9963, -0.8263, 2.2819], [0.8846, -1.4651, -0.8392]],
  "forces_ev_per_a": [[-1.17, -1.43, -0.43], [0.63, 1.60, 2.36], [-0.25, 1.03, 2.24], [-0.66, 1.87, -2.87], [0.06, -1.37, -1.82], [0.31, -0.28, -0.32], [-0.49, 0.05, 0.26], [0.29, -1.23, -0.25], [1.24, -0.28, 0.95], [0.05, 0.04, -0.12]]
}

---

8.
{
  "formula": "C3H4NP",
  "method": "wB97M-V/def2-TZVPD",
  "orbital_gap_ev": 9.48,
  "de_lowest_ev": 0.8754,
  "energy_ev": -13952.468,
  "spin_multiplicity": 1,
  "symbols": ["C", "C", "C", "N", "P", "H", "H", "H", "H"],
  "coordinates": [[0.0592, 0.8691, 0.7964], [0.9325, 0.5901, -0.2901], [-1.1641, -0.7023, -0.0850], [-1.0396, 0.0960, 0.9157], [0.1068, -0.4548, -1.3961], [0.3219, 1.4481, 1.6961], [1.8456, 1.0516, -0.6770], [-1.8507, -1.4435, -0.0839], [0.7883, -1.4543, -0.8761]],
  "forces_ev_per_a": [[4.08, 0.46, -0.84], [-1.38, 2.29, 1.82], [2.22, 1.99, -0.49], [-1.25, -0.96, -0.17], [-2.22, 0.63, -0.97], [-0.10, 0.12, -0.81], [-0.25, 0.22, 0.99], [-2.39, -2.12, -0.10], [1.29, -2.63, 0.56]]
}

---

9.
{
  "formula": "C3H4NaO4",
  "method": "wB97M-V/def2-TZVPD",
  "orbital_gap_ev": 2.44,
  "de_lowest_ev": 5.3746,
  "total_charge": -1,
  "energy_ev": -15779.981,
  "spin_multiplicity": 1,
  "symbols": ["O", "C", "C", "O", "O", "C", "H", "H", "H", "Na", "O", "H"],
  "coordinates": [[0.5332, -1.5748, -0.1871], [1.6085, -1.0800, 0.2166], [-0.4887, 0.3496, -0.7499], [2.7478, -1.5737, 0.2618], [1.6245, 0.3169, 0.2853], [0.4274, 1.0356, 0.0203], [-1.5474, 0.4491, -0.4793], [-0.2414, 0.1339, -1.7935], [0.1050, 1.4478, 0.9842], [3.9181, 0.3545, 0.5540], [-3.8921, -0.0936, 0.4540], [-4.7949, 0.2348, 0.4335]],
  "forces_ev_per_a": [[1.77, -0.31, 1.55], [-3.01, -0.96, -3.50], [0.34, 2.85, -0.15], [1.43, -0.04, 1.27], [1.81, 2.05, -0.22], [-1.58, -2.31, 1.28], [-0.05, 0.16, -0.32], [0.05, -1.11, 0.65], [-0.15, 0.01, -0.33], [-0.80, -0.48, -0.14], [0.33, 0.05, -0.06], [-0.15, 0.09, -0.02]]
}

---

10.
{
  "formula": "C3H4NdO3",
  "method": "wB97M-V/def2-TZVPD",
  "orbital_gap_ev": [5.88, 5.90],
  "de_lowest_ev": 0.0000,
  "energy_ev": -24593.225,
  "spin_multiplicity": 5,
  "symbols": ["O", "C", "O", "C", "C", "O", "Nd", "H", "H", "H", "H"],
  "coordinates": [[-1.4032, 1.4513, -0.3181], [-1.6485, 0.2958, 0.2404], [-2.7699, -0.2438, 0.2499], [2.0208, -2.0932, -1.0466], [0.9554, -2.6650, -0.4309], [-0.5782, -0.2647, 0.7714], [0.8339, 1.6943, 0.4582], [3.0094, -2.1184, -0.5819], [1.9631, -1.8054, -2.1009], [1.0613, -3.1185, 0.5570], [0.0235, -2.8522, -0.9701]],
  "forces_ev_per_a": [[1.49, 1.92, -0.18], [-1.98, -1.81, 0.10], [1.50, 0.82, -0.01], [-1.00, -1.08, 0.39], [1.36, 0.08, -0.92], [1.67, 0.88, 0.54], [-2.75, -1.99, -0.44], [-0.29, 0.28, -0.05], [0.01, 0.11, 0.41], [-0.18, 0.38, -0.21], [0.19, 0.41, 0.38]]
}

---

11.
{
  "formula": "C3H4O",
  "method": "wB97M-V/def2-TZVPD",
  "orbital_gap_ev": 10.23,
  "de_lowest_ev": 2.7462,
  "energy_ev": -5219.391,
  "spin_multiplicity": 1,
  "symbols": ["O", "C", "C", "C", "H", "H", "H", "H"],
  "coordinates": [[0.4038, 0.8567, 1.3340], [0.1383, 0.6476, -0.0217], [0.4540, -0.7751, -0.4540], [-0.4886, -1.5015, -0.7019], [1.2887, 0.5143, 1.5043], [-0.9460, 0.7745, -0.1400], [0.6275, 1.3558, -0.6933], [-1.4777, -1.8722, -0.8275]],
  "forces_ev_per_a": [[0.41, 0.12, 0.20], [0.05, 0.51, -0.22], [-1.66, -0.12, -0.06], [0.39, -0.17, -0.10], [-0.03, 0.12, 0.14], [0.44, 0.26, 0.11], [0.22, 0.12, 0.18], [0.18, -0.83, -0.24]]
}

---

12.
{
  "formula": "C3H4O",
  "method": "wB97M-V/def2-TZVPD",
  "orbital_gap_ev": 8.81,
  "de_lowest_ev": 4.9822,
  "energy_ev": -5217.155,
  "spin_multiplicity": 1,
  "symbols": ["C", "C", "C", "O", "H", "H", "H", "H"],
  "coordinates": [[0.7748, 0.2126, 0.1708], [2.0375, -0.1218, 0.1531], [-2.3012, -0.1777, 0.1890], [-0.3577, 0.5186, 0.1934], [2.7955, -0.0427, 0.8990], [2.2759, -0.5318, -0.7647], [-2.3595, -0.5719, -0.8307], [-2.8652, 0.7148, -0.0100]],
  "forces_ev_per_a": [[-0.91, 0.36, 1.05], [-1.03, 0.48, 0.56], [-0.86, -1.61, 0.81], [1.28, 0.24, -0.81], [-0.16, 0.18, 0.54], [0.80, -0.82, -1.84], [0.83, -0.40, -0.51], [0.06, 1.58, 0.20]]
}

---

13.
{
  "formula": "C3H4O",
  "method": "wB97M-V/def2-TZVPD",
  "orbital_gap_ev": 9.46,
  "de_lowest_ev": 3.2183,
  "energy_ev": -5218.918,
  "spin_multiplicity": 1,
  "symbols": ["C", "C", "C", "O", "H", "H", "H", "H"],
  "coordinates": [[0.2445, 0.7277, 0.0172], [0.0788, -0.7945, -0.0589], [-1.2281, 0.7710, 0.0187], [-1.3471, -0.5814, -0.0393], [0.5481, 0.8150, 1.0662], [0.8101, 1.3362, -0.7231], [0.6027, -1.2862, 0.8219], [0.2910, -0.9878, -1.1026]],
  "forces_ev_per_a": [[0.96, -0.42, 1.01], [1.39, 0.92, -1.07], [-1.86, -0.40, -0.51], [0.09, 1.04, 1.27], [0.25, 1.29, -0.15], [-0.33, -0.50, 0.79], [-1.14, -0.31, -1.57], [0.64, -1.63, 0.22]]
}

---

14.
{
  "formula": "C3H4O",
  "method": "wB97M-V/def2-TZVPD",
  "orbital_gap_ev": 10.03,
  "de_lowest_ev": 1.2525,
  "energy_ev": -5220.884,
  "spin_multiplicity": 1,
  "symbols": ["C", "C", "C", "H", "H", "H", "H", "O"],
  "coordinates": [[1.1252, 0.2724, 0.2826], [0.1691, -0.3541, -0.2279], [-1.1312, 0.1404, -0.3651], [2.0429, -0.3211, 0.5224], [0.7833, 1.2410, 0.5006], [0.2301, -1.4835, -0.3785], [-1.8451, -0.6415, -0.6302], [-1.3742, 1.1463, 0.2962]],
  "forces_ev_per_a": [[4.23, 0.43, 1.79], [-0.93, -6.93, -2.86], [-1.48, 1.42, 3.16], [-0.65, 1.48, -0.03], [1.08, 1.77, 0.73], [0.13, 1.43, -0.26], [-0.95, 0.59, -0.85], [-1.42, -0.19, -1.67]]
}

---

15.
{
  "formula": "C3H4O",
  "method": "wB97M-V/def2-TZVPD",
  "orbital_gap_ev": 9.09,
  "de_lowest_ev": 2.7970,
  "energy_ev": -5219.340,
  "spin_multiplicity": 1,
  "symbols": ["O", "C", "C", "C", "H", "H", "H", "H"],
  "coordinates": [[-1.6294, 1.1313, -0.0315], [-0.9494, -0.0055, 0.2934], [0.3474, -0.1044, 0.2256], [1.5197, -0.4279, -0.2437], [-0.9770, 1.7416, -0.4023], [-1.5777, -0.8341, 0.5935], [0.8458, -1.1496, -0.8327], [2.4206, -0.3514, 0.3976]],
  "forces_ev_per_a": [[-0.24, 0.41, -0.39], [-0.22, -0.07, 0.34], [-0.54, 1.06, 1.22], [-1.57, -0.93, 0.47], [-0.27, 0.08, 0.04], [-0.02, 0.22, 0.36], [3.27, -0.19, -0.95], [-0.41, -0.57, -1.08]]
}

---

16.
{
  "formula": "C3H4O2",
  "method": "wB97M-V/def2-TZVPD",
  "orbital_gap_ev": 8.76,
  "de_lowest_ev": 4.8245,
  "energy_ev": -7265.861,
  "spin_multiplicity": 1,
  "symbols": ["C", "C", "C", "O", "O", "H", "H", "H", "H"],
  "coordinates": [[1.5651, -0.9181, 1.6956], [1.4827, 0.0347, 0.8197], [-0.1395, 0.3284, -0.9759], [2.4000, 0.4428, 1.7255], [0.9492, 0.8466, -0.0516], [2.1294, -1.8383, 1.8362], [0.2445, -0.5434, -1.6312], [-0.4812, 1.2237, -1.4988], [-0.9265, -0.0396, -0.3987]],
  "forces_ev_per_a": [[-0.11, -2.17, 0.64], [0.22, 2.18, 0.19], [2.57, -0.41, -0.49], [-0.22, 0.47, -0.82], [-0.85, -1.22, -1.09], [-0.42, 0.30, -0.32], [-0.39, 1.80, 0.89], [0.40, -0.38, -0.19], [-1.20, -0.58, 1.18]]
}

---

17.
{
  "formula": "C3H4O2",
  "method": "wB97M-V/def2-TZVPD",
  "orbital_gap_ev": 9.71,
  "de_lowest_ev": 1.6795,
  "energy_ev": -7269.006,
  "spin_multiplicity": 1,
  "symbols": ["C", "C", "C", "O", "O", "H", "H", "H", "H"],
  "coordinates": [[0.3995, -0.5327, 0.2000], [-0.8799, 0.0495, 0.0940], [1.5940, 0.3356, 0.0219], [2.6881, -0.1767, -0.1909], [-2.0164, -0.6461, -0.1570], [0.4664, -1.5692, 0.3429], [-1.1545, 1.1502, -0.0685], [1.6157, 1.4169, 0.2832], [-2.7129, -0.0275, -0.5256]],
  "forces_ev_per_a": [[-3.36, 3.93, -0.35], [1.49, 0.61, -1.50], [1.37, -1.53, 1.40], [-0.98, 0.50, -0.25], [-0.89, 0.35, -0.08], [0.40, -1.24, -0.18], [1.55, -1.31, 0.57], [-0.84, -0.18, -0.51], [1.26, -1.15, 0.89]]
}

---

18.
{
  "formula": "C3H4O2",
  "method": "wB97M-V/def2-TZVPD",
  "orbital_gap_ev": 8.33,
  "de_lowest_ev": 3.6032,
  "energy_ev": -7267.083,
  "spin_multiplicity": 1,
  "symbols": ["C", "C", "C", "O", "O", "H", "H", "H", "H"],
  "coordinates": [[-0.6959, -0.9443, -0.1902], [0.4068, -0.2443, -0.2652], [1.6771, -0.3966, 0.0655], [-1.6365, 1.2484, -0.1332], [-1.5322, -1.7476, -0.2487], [-2.1722, 1.6616, 0.5588], [-0.5213, 1.2963, -0.1631], [2.3404, 0.4586, 0.0036], [2.1338, -1.3321, 0.3725]],
  "forces_ev_per_a": [[0.12, -2.85, -0.61], [0.26, 0.94, 0.26], [0.27, 0.13, -0.10], [2.11, 0.17, -0.44], [0.10, 1.52, 0.17], [0.90, 0.32, -0.03], [-3.89, -0.04, 0.65], [0.24, -0.10, -0.18], [-0.11, -0.08, 0.28]]
}

---

19.
{
  "formula": "C3H4O2",
  "method": "wB97M-V/def2-TZVPD",
  "orbital_gap_ev": [8.85, 8.85],
  "de_lowest_ev": 2.3392,
  "energy_ev": -7268.347,
  "spin_multiplicity": 1,
  "symbols": ["C", "C", "C", "O", "O", "H", "H", "H", "H"],
  "coordinates": [[0.4930, 0.4928, 0.1013], [-0.9884, -0.1172, -0.0205], [1.6631, -0.2872, -0.0600], [2.7870, 0.1761, -0.0634], [-2.0598, 0.6351, 0.0909], [0.5253, 1.5616, 0.1979], [-1.0509, -1.1878, -0.1408], [1.4993, -1.3771, -0.1819], [-2.8687, 0.1036, 0.0766]],
  "forces_ev_per_a": [[-7.76, -1.72, -0.60], [7.66, 2.34, 0.74], [0.29, -0.64, -0.11], [0.03, -0.08, 0.02], [-0.21, -0.02, -0.02], [0.14, 0.26, 0.10], [-0.37, -0.20, -0.07], [0.06, -0.03, -0.02], [0.16, 0.08, -0.04]]
}

---

20.
{
  "formula": "C3H4O2",
  "method": "wB97M-V/def2-TZVPD",
  "orbital_gap_ev": 10.88,
  "de_lowest_ev": 1.7214,
  "energy_ev": -7268.965,
  "spin_multiplicity": 1,
  "symbols": ["C", "C", "C", "H", "H", "H", "H", "O", "O"],
  "coordinates": [[-0.3307, -0.4299, -0.3966], [0.6945, 0.6525, -0.5655], [-0.3482, -0.0153, 1.1390], [0.3597, 1.4592, -1.2050], [1.6394, 0.2875, -0.9533], [-0.0661, -0.8109, 1.9074], [-1.3584, 0.3523, 1.3437], [-0.7535, -1.2826, -1.1134], [0.6701, 0.9661, 0.8440]],
  "forces_ev_per_a": [[0.81, -0.60, 1.12], [-0.10, 0.35, -0.27], [-0.35, -1.64, -0.63], [-0.09, 0.47, -0.04], [0.39, -0.06, 0.20], [-0.17, 1.10, -1.05], [0.27, 0.52, 0.44], [-0.31, 0.30, 0.37], [-0.44, -0.43, -0.14]]
}